The following is a quantum chemistry calculation of a structure of composition C17H16ClCrN2O7S at a distorted geometry, from the OMol25 dataset.

Last column: Mulliken charge in e.
Geometry (Å):
Cr 0.1609 -0.0672 -0.0240  -0.330
O -0.5789 -3.6410 -1.1894  -0.658
Cl 0.1467 -2.5718 -0.6482  2.222
O 1.4935 -2.8695 -0.4499  -0.645
O 0.0284 -1.4317 -1.5463  -0.563
O -0.4570 -2.1602 0.5869  -0.647
C -4.8641 -3.1556 0.9779  -1.717
C -4.9248 -3.0169 -0.5473  2.393
C -3.9947 -4.0500 -1.1971  -1.576
C -6.3570 -3.3231 -0.9902  -2.311
C -4.4816 -1.6281 -0.9631  -0.061
C -5.2938 -0.8017 -1.7469  -0.331
C -4.8877 0.4540 -2.1519  -1.274
C -3.6394 0.8988 -1.7578  0.941
S -2.8628 2.4261 -2.0804  -0.335
C -1.4751 1.8718 -1.2197  0.854
N -1.5668 0.6532 -0.7251  0.043
C -2.7887 0.0841 -0.9862  -1.476
C -3.2278 -1.1719 -0.5800  -0.056
C -0.2014 2.5252 -1.1844  0.386
C 0.0459 3.8491 -1.5403  -0.898
C 1.3586 4.2704 -1.6190  -0.594
C 2.3904 3.3662 -1.4064  -0.703
C 2.1276 2.0632 -1.0087  0.033
C 0.8258 1.6311 -0.8422  0.330
H -5.2517 -4.1300 1.2624  0.463
H -5.4687 -2.3922 1.4619  0.401
H -3.8480 -3.0769 1.3488  0.310
H -4.3808 -5.0466 -1.0027  0.452
H -2.9807 -3.9939 -0.8145  0.309
H -3.9501 -3.9054 -2.2733  0.368
H -6.6333 -4.3106 -0.6303  0.454
H -6.4391 -3.3264 -2.0742  0.426
H -7.0594 -2.6054 -0.5731  0.485
H -6.2737 -1.1366 -2.0416  0.500
H -5.5243 1.0685 -2.7682  0.398
H -2.5823 -1.7710 0.0430  0.854
H -0.7793 4.5122 -1.7624  0.424
H 1.5831 5.2937 -1.8754  0.411
H 3.4128 3.6767 -1.5536  0.400
H 2.9481 1.3783 -0.8465  0.508
O 2.4242 0.5772 2.7077  -0.636
N 1.6739 0.3371 1.8177  1.489
O 1.9417 -0.4277 0.8712  -0.544
O 0.5300 0.8542 1.7246  -0.498

Output
Strongest force on any atom in eV/Å: 3.2
Total charge: 0
HOMO energy (alpha / beta) in eV: -9.0 / -9.0
DFT total energy in hartree: -3196.08037
2S+1: 2